No. 1
The following is a quantum chemistry calculation of a 2-piece molecular cluster, C17H27N2O overall, from the OMol25 dataset.

Electronic energy in Eh: -848.43238
HOMO energy in eV: -10.37
Molecular weight in g/mol: 275.42
E_LUMO in eV: -4.6575
Largest force on an atom in Eh/bohr: 0.03260

```
! RIJCOSX wB97M-V def2-TZVPD def2/J DEFGRID3
* xyz 1 1
C 0.890 -2.920 -3.553
N 0.056 -1.741 -3.291
C -0.665 -1.140 -4.413
C -0.106 -1.315 -2.045
C -0.952 -0.247 -1.676
C -1.461 -0.040 -0.399
C -2.397 1.028 -0.124
C -3.353 0.887 0.917
C -4.319 1.857 1.145
C -4.353 3.019 0.352
C -3.418 3.185 -0.682
C -2.453 2.212 -0.913
H 0.818 -3.158 -4.619
H 1.941 -2.726 -3.281
H 0.527 -3.776 -2.959
H -0.440 -1.743 -5.298
H -1.752 -1.155 -4.242
H -0.353 -0.100 -4.597
H 0.416 -1.893 -1.270
H -1.266 0.447 -2.464
H -1.301 -0.802 0.376
H -3.352 -0.044 1.487
H -5.070 1.708 1.921
H -5.103 3.791 0.538
H -3.457 4.073 -1.319
H -1.739 2.330 -1.732
C 2.330 -3.186 0.721
O 1.946 -1.817 0.756
C 2.678 -1.143 1.759
C 2.335 0.340 1.664
C 2.934 1.168 2.820
C 1.844 2.202 3.162
C 0.531 1.635 2.547
N 0.940 0.539 1.748
H 1.888 -3.623 -0.179
H 3.431 -3.309 0.678
H 1.961 -3.726 1.611
H 2.378 -1.512 2.762
H 3.772 -1.281 1.619
H 2.722 0.708 0.692
H 3.077 0.499 3.680
H 3.906 1.600 2.562
H 1.765 2.340 4.245
H 2.089 3.172 2.711
H -0.164 1.321 3.346
H 0.010 2.415 1.965
H 0.288 -0.079 1.275
*
```

natural (NBO) population analysis, charges in e, atoms 1 to 5: -0.42 -0.29 -0.43 0.23 -0.36

No. 2
The following is a quantum chemistry calculation of one molecule with the formula C3H5BrO2S, from the OMol25 dataset.

Electronic energy in Eh: -3239.85159
HOMO energy in eV: -9.29
Molecular weight in g/mol: 185.04
E_LUMO in eV: -0.3615
Largest force on an atom in Eh/bohr: 0.09608

```
! RIJCOSX wB97M-V def2-TZVPD def2/J DEFGRID3
* xyz 0 1
C 1.147 -0.133 -0.819
C -0.187 0.833 -0.470
C -0.659 0.868 0.979
O 1.170 -2.711 -0.022
O -0.699 -1.701 -1.274
S 0.440 -1.570 -0.443
Br -1.047 -0.967 1.605
H 1.980 0.308 -0.377
H -0.954 0.579 -1.051
H 0.214 1.778 -0.703
H -1.502 1.415 0.982
H 0.099 1.302 1.595
*
```

natural (NBO) population analysis, charges in e, atoms 1 to 5: -0.68 -0.42 -0.38 -0.87 -0.91

No. 3
The following is a quantum chemistry calculation of a 19-piece molecular cluster, C58H159N5O24 overall, from the OMol25 dataset.

Electronic energy in Eh: -4384.19131
HOMO energy in eV: -8.67
Molecular weight in g/mol: 1310.92
E_LUMO in eV: 0.1485
Largest force on an atom in Eh/bohr: 0.06784

```
! RIJCOSX wB97M-V def2-TZVPD def2/J DEFGRID3
* xyz 0 1
C -22.062 20.651 -0.466
O -23.272 20.169 0.101
C -23.464 18.806 -0.358
C -24.871 18.381 0.079
N -25.881 19.160 -0.692
C -27.238 18.646 -0.446
C -27.849 18.979 0.905
O -27.498 17.927 1.760
C -27.384 18.361 3.066
H -21.947 20.255 -1.475
H -21.196 20.386 0.142
H -21.992 21.739 -0.482
H -22.673 18.193 0.075
H -23.429 18.715 -1.443
H -25.028 18.490 1.152
H -24.999 17.312 -0.095
H -25.777 20.149 -0.520
H -27.334 17.568 -0.579
H -27.834 19.100 -1.238
H -28.938 18.957 0.874
H -27.462 19.957 1.194
H -28.184 18.915 3.557
H -26.568 19.076 3.173
H -27.165 17.533 3.740
C -18.421 11.367 5.002
O -19.135 12.630 5.003
C -19.643 12.929 6.321
C -20.567 14.113 6.293
N -19.828 15.394 6.293
C -20.838 16.462 6.337
C -20.123 17.806 6.324
O -19.113 17.916 5.302
C -19.605 18.248 4.056
H -18.201 11.037 3.987
H -18.878 10.521 5.516
H -17.493 11.547 5.545
H -18.856 12.990 7.073
H -20.280 12.073 6.544
H -21.222 14.093 7.163
H -21.255 13.979 5.458
H -19.375 15.517 5.399
H -21.501 16.403 7.200
H -21.383 16.403 5.395
H -19.668 17.891 7.311
H -20.780 18.675 6.283
H -18.753 18.191 3.378
H -20.028 19.250 3.999
H -20.390 17.555 3.753
C -23.508 11.989 13.388
O -23.585 10.732 12.738
C -24.664 10.665 11.854
C -25.998 10.542 12.582
N -26.906 9.562 11.956
C -27.980 9.405 12.890
C -29.037 8.422 12.503
O -29.775 8.768 11.320
C -30.685 7.744 10.913
H -23.187 12.812 12.751
H -22.871 11.900 14.269
H -24.474 12.311 13.777
H -24.483 9.791 11.228
H -24.773 11.522 11.189
H -26.438 11.540 12.579
H -25.828 10.292 13.630
H -27.371 10.042 11.198
H -28.373 10.390 13.143
H -27.599 9.045 13.846
H -29.731 8.141 13.295
H -28.555 7.465 12.302
H -31.531 7.746 11.600
H -30.315 6.725 11.029
H -31.001 7.882 9.879
C -25.202 21.059 8.698
O -25.575 20.543 9.979
C -26.463 21.485 10.666
C -26.867 20.745 11.940
N -25.705 20.565 12.725
C -26.077 19.773 13.907
C -24.778 19.490 14.735
O -23.958 18.551 13.978
C -22.809 18.142 14.698
H -26.017 21.292 8.013
H -24.523 20.414 8.139
H -24.655 21.984 8.882
H -27.332 21.656 10.031
H -25.999 22.457 10.834
H -27.412 19.831 11.701
H -27.564 21.445 12.400
H -25.069 20.099 12.094
H -26.562 18.876 13.522
H -26.852 20.277 14.486
H -25.116 19.063 15.679
H -24.170 20.388 14.842
H -21.991 17.797 14.066
H -23.051 17.385 15.444
H -22.354 18.965 15.248
C -28.880 18.590 19.159
O -27.537 18.806 19.684
C -27.496 19.316 20.990
C -26.050 19.569 21.423
N -25.348 20.546 20.638
C -23.973 20.541 21.085
C -23.280 21.772 20.360
O -22.866 21.363 19.075
C -22.181 22.404 18.377
H -29.489 19.479 19.325
H -29.348 17.743 19.662
H -28.877 18.574 18.069
H -28.059 18.600 21.589
H -28.051 20.254 20.981
H -25.488 18.645 21.559
H -26.058 19.976 22.434
H -25.256 20.299 19.663
H -23.394 19.639 20.891
H -23.920 20.711 22.160
H -22.408 22.094 20.929
H -23.966 22.618 20.373
H -21.395 22.923 18.925
H -22.921 23.138 18.057
H -21.703 22.059 17.460
C -31.319 17.098 13.020
C -32.536 16.285 13.491
O -32.620 16.551 14.878
H -30.432 16.879 13.614
H -31.491 18.169 13.122
H -31.155 16.813 11.981
H -32.418 15.217 13.310
H -33.478 16.583 13.030
H -33.174 15.897 15.311
C -16.788 19.231 17.380
C -15.570 18.780 18.112
O -15.870 17.491 18.629
H -16.634 20.227 16.966
H -17.692 19.228 17.988
H -16.975 18.530 16.566
H -15.349 19.460 18.935
H -14.721 18.736 17.428
H -15.118 17.222 19.162
C -17.664 16.081 12.349
C -18.575 15.757 11.149
O -17.853 16.105 10.022
H -17.441 17.146 12.409
H -16.756 15.482 12.284
H -18.131 15.793 13.291
H -19.485 16.357 11.163
H -18.738 14.685 11.040
H -18.349 15.824 9.249
C -21.453 15.365 20.475
C -20.280 16.238 20.083
O -19.508 15.515 19.174
H -22.017 14.992 19.620
H -22.049 15.995 21.136
H -21.120 14.471 21.001
H -19.668 16.379 20.974
H -20.586 17.185 19.640
H -18.728 16.072 19.111
C -19.399 24.862 7.808
C -18.568 24.853 6.532
O -19.315 25.369 5.518
H -18.806 24.418 8.607
H -20.317 24.286 7.687
H -19.731 25.864 8.082
H -18.377 23.810 6.277
H -17.570 25.276 6.648
H -18.756 25.393 4.738
C -32.965 19.347 8.545
C -31.598 19.764 8.020
O -31.637 21.138 8.170
H -33.800 19.811 8.019
H -33.062 19.570 9.607
H -33.098 18.275 8.401
H -31.466 19.472 6.978
H -30.754 19.512 8.662
H -32.099 21.491 7.406
C -27.756 26.398 6.742
C -28.397 27.695 7.389
O -29.589 27.990 6.710
H -27.816 26.402 5.653
H -28.379 25.573 7.087
H -26.726 26.207 7.045
H -27.650 28.468 7.206
H -28.524 27.639 8.470
H -29.721 28.940 6.730
C -24.124 27.759 10.618
C -22.680 27.684 11.078
O -22.477 26.470 11.781
H -24.368 26.815 10.129
H -24.234 28.606 9.941
H -24.808 27.951 11.444
H -22.450 28.464 11.804
H -22.088 27.980 10.211
H -23.204 26.328 12.392
C -26.140 25.480 16.289
C -25.788 24.129 15.707
O -25.310 24.315 14.409
H -26.439 25.368 17.331
H -27.019 25.881 15.784
H -25.302 26.162 16.148
H -26.670 23.489 15.695
H -25.071 23.591 16.327
H -25.404 23.457 13.990
C -27.559 14.316 16.197
C -28.615 13.282 16.552
O -27.932 12.060 16.558
H -27.970 15.311 16.365
H -27.202 14.221 15.171
H -26.700 14.178 16.855
H -29.372 13.306 15.768
H -29.084 13.460 17.519
H -27.362 12.163 17.323
C -30.363 25.539 12.769
C -30.790 24.922 11.441
O -31.350 23.643 11.621
H -29.607 24.973 13.314
H -31.135 25.688 13.523
H -29.858 26.491 12.606
H -29.955 24.931 10.741
H -31.575 25.553 11.026
H -31.533 23.307 10.740
C -24.858 23.420 2.945
C -23.717 24.397 3.085
O -23.390 24.388 4.445
H -25.131 23.237 1.905
H -25.751 23.777 3.458
H -24.624 22.427 3.327
H -23.895 25.421 2.757
H -22.832 23.969 2.613
H -22.496 24.729 4.521
C -25.239 15.764 9.238
C -24.455 16.314 10.426
O -25.087 16.031 11.639
H -25.351 14.681 9.300
H -24.818 15.943 8.248
H -26.228 16.224 9.230
H -24.338 17.392 10.311
H -23.468 15.852 10.457
H -24.697 16.604 12.303
C -21.245 21.346 11.484
C -20.769 21.749 12.921
O -20.159 22.939 12.783
H -21.606 22.229 10.956
H -22.084 20.654 11.565
H -20.463 20.820 10.938
H -20.097 20.980 13.302
H -21.629 21.878 13.578
H -20.803 23.591 12.497
*
```

Löwdin population analysis, charges in e, atoms 1 to 5: -0.12 -0.19 -0.21 -0.19 -0.05

No. 4
The following is a quantum chemistry calculation of C32H35N7Sn as an isolated structure, from the OMol25 dataset.

Electronic energy in Eh: -1836.54981
HOMO energy in eV: -19.61
Molecular weight in g/mol: 636.39
E_LUMO in eV: -14.1570
Largest force on an atom in Eh/bohr: 0.00624

```
! RIJCOSX wB97M-V def2-TZVPD def2/J DEFGRID3
* xyz 4 1
Sn -1.412 -1.504 0.369
N -0.468 2.727 2.273
C -0.572 1.424 2.075
N -1.692 0.836 1.674
C -2.760 1.632 1.513
N -4.076 1.095 1.310
N -4.195 -0.106 1.624
C -5.550 -0.488 1.648
C -5.938 -1.798 1.738
C -7.352 -2.056 1.764
C -7.797 -3.360 1.853
C -6.829 -4.341 1.941
C -5.427 -4.003 1.917
N -4.983 -2.792 1.813
C -2.721 3.030 1.577
C -3.811 3.894 1.276
C -3.632 5.243 1.367
C -2.396 5.786 1.792
C -1.321 4.985 2.115
C -1.484 3.612 1.995
H 0.403 3.091 2.653
H 0.306 0.821 2.273
H -6.287 0.311 1.654
H -8.049 -1.229 1.704
H -8.852 -3.601 1.866
H -7.107 -5.384 2.044
H -4.700 -4.803 2.003
H -4.755 3.476 0.964
H -4.440 5.916 1.114
H -2.293 6.862 1.866
H -0.385 5.412 2.451
C 5.613 -1.066 1.505
C 4.905 -2.423 1.333
C 5.398 -3.107 0.043
C 5.232 -3.316 2.530
C 3.421 -2.164 1.210
C 2.479 -2.627 2.132
C 1.146 -2.341 1.960
N 0.689 -1.616 0.919
C 1.582 -1.154 -0.004
C 2.925 -1.405 0.131
C 0.987 -0.415 -1.151
C 1.733 0.185 -2.143
C 1.115 0.837 -3.218
C -0.289 0.847 -3.222
C -0.985 0.241 -2.210
N -0.370 -0.380 -1.180
C 1.894 1.508 -4.327
C 1.442 0.928 -5.680
C 3.403 1.318 -4.174
C 1.573 3.016 -4.282
H 6.687 -1.237 1.576
H 5.291 -0.563 2.418
H 5.442 -0.396 0.660
H 6.464 -3.309 0.141
H 5.266 -2.482 -0.842
H 4.887 -4.055 -0.126
H 6.299 -3.534 2.524
H 4.712 -4.275 2.487
H 5.010 -2.830 3.482
H 2.781 -3.225 2.979
H 0.408 -2.690 2.673
H 3.617 -1.035 -0.610
H 2.810 0.137 -2.103
H -0.835 1.313 -4.029
H -2.069 0.221 -2.214
H 1.593 -0.152 -5.723
H 2.032 1.386 -6.472
H 0.393 1.137 -5.892
H 3.692 0.264 -4.204
H 3.789 1.772 -3.259
H 3.905 1.805 -5.008
H 0.507 3.215 -4.400
H 2.091 3.509 -5.104
H 1.913 3.468 -3.349
*
```

Löwdin population analysis, charges in e, atoms 1 to 5: 1.37 0.20 -0.07 0.07 -0.19

No. 5
The following is a quantum chemistry calculation of one molecule with the formula C4H8O3, from the OMol25 dataset.

Electronic energy in Eh: -382.77484
HOMO energy in eV: -8.79
Molecular weight in g/mol: 104.10
E_LUMO in eV: -0.1185
Largest force on an atom in Eh/bohr: 0.01048

```
! RIJCOSX wB97M-V def2-TZVPD def2/J DEFGRID3
* xyz 0 1
O -2.399 0.172 0.111
C -1.637 -1.002 0.010
C -0.310 -0.929 -0.671
C 1.449 0.303 0.661
O 2.415 -0.492 0.031
C 0.614 1.128 -0.319
O -0.196 0.312 -1.192
H -2.234 0.675 -0.699
H -1.376 -1.338 1.028
H -2.180 -1.842 -0.448
H 1.969 1.018 1.302
H 0.797 -0.302 1.318
H 1.919 -1.198 -0.420
H 1.263 1.737 -0.946
H -0.094 1.758 0.232
*
```

natural (NBO) population analysis, charges in e, atoms 1 to 5: -0.71 -0.28 0.33 -0.11 -0.72

No. 6
The following is a quantum chemistry calculation of an isolated ion of composition C3H9N4S and charge +1, from the OMol25 dataset.

SMILES: N[C@@H]1NC(=S)N[C@H]1[NH3+]
Electronic energy in Eh: -736.63525
HOMO energy in eV: -11.91
Molecular weight in g/mol: 133.20
E_LUMO in eV: -3.8945
Largest force on an atom in Eh/bohr: 0.09098

```
! RIJCOSX wB97M-V def2-TZVPD def2/J DEFGRID3
* xyz 1 1
N -0.340 -0.375 2.052
C 0.141 0.203 0.880
N 0.071 1.635 0.850
C -0.631 2.125 -0.219
S -0.898 3.698 -0.558
N -1.054 1.130 -1.048
C -0.639 -0.185 -0.717
N 0.503 -0.658 -1.581
H -0.245 -1.379 2.168
H -1.086 0.064 2.390
H 1.186 -0.004 0.822
H -0.031 2.172 1.677
H -1.647 1.260 -1.778
H -1.386 -1.067 -0.582
H 0.249 -1.600 -2.040
H 1.303 -0.749 -0.916
H 0.726 -0.032 -2.370
*
```

natural (NBO) population analysis, charges in e, atoms 1 to 5: -0.80 0.17 -0.62 0.22 -0.07

No. 7
The following is a quantum chemistry calculation of one molecule with the formula C5H8, from the OMol25 dataset.

Electronic energy in Eh: -194.98338
HOMO energy in eV: -6.72
Molecular weight in g/mol: 68.12
E_LUMO in eV: 0.0602
Largest force on an atom in Eh/bohr: 0.10657

```
! RIJCOSX wB97M-V def2-TZVPD def2/J DEFGRID3
* xyz 0 1
C 1.674 -0.460 -1.393
C 0.306 -0.693 -1.668
C 0.468 -0.312 -0.183
C -0.990 0.521 1.645
C -0.226 0.757 0.252
H 2.441 0.210 -1.031
H -0.227 -0.529 -2.601
H -0.071 -1.696 -1.380
H 0.745 -1.033 0.628
H -1.180 1.229 2.483
H -1.155 -0.506 2.039
H -1.695 0.703 0.856
H -0.092 1.811 0.353
*
```

natural (NBO) population analysis, charges in e, atoms 1 to 5: -0.35 -0.42 -0.26 -0.66 -0.17

No. 8
The following is a quantum chemistry calculation of one molecule with the formula C4H6FNO2, from the OMol25 dataset.

SMILES: C=C(F)[C@H](N)C(=O)O
Electronic energy in Eh: -461.09440
HOMO energy in eV: -9.59
Molecular weight in g/mol: 119.09
E_LUMO in eV: 0.5246
Largest force on an atom in Eh/bohr: 0.05843

```
! RIJCOSX wB97M-V def2-TZVPD def2/J DEFGRID3
* xyz 0 1
C 1.871 -1.218 0.017
C 1.016 -0.222 0.161
F 1.189 0.635 1.178
C -0.251 0.042 -0.616
N -0.305 1.426 -1.024
C -1.504 -0.343 0.307
O -2.261 -1.251 -0.042
O -1.668 0.340 1.447
H 2.705 -1.332 0.718
H 1.670 -1.962 -0.728
H -0.339 -0.528 -1.549
H -0.139 1.997 -0.207
H -1.189 1.619 -1.450
H -0.795 0.797 1.788
*
```

natural (NBO) population analysis, charges in e, atoms 1 to 5: -0.46 0.39 -0.35 -0.22 -0.81

No. 9
The following is a quantum chemistry calculation of one molecule with the formula C5H8O, from the OMol25 dataset.

SMILES: C[C@H]1CC=CO1
Electronic energy in Eh: -270.52704
HOMO energy in eV: -8.41
Molecular weight in g/mol: 84.12
E_LUMO in eV: 1.1316
Largest force on an atom in Eh/bohr: 0.00492

```
! RIJCOSX wB97M-V def2-TZVPD def2/J DEFGRID3
* xyz 0 1
C -1.533 -1.036 -0.278
C -0.307 -0.195 -0.560
C -0.105 1.037 0.346
C 1.389 0.992 0.564
C 1.825 -0.197 0.157
O 0.876 -1.010 -0.386
H -1.553 -1.352 0.770
H -2.442 -0.461 -0.487
H -1.538 -1.930 -0.909
H -0.305 0.125 -1.612
H -0.651 0.939 1.297
H -0.456 1.954 -0.141
H 1.982 1.763 1.036
H 2.818 -0.630 0.202
*
```

natural (NBO) population analysis, charges in e, atoms 1 to 5: -0.62 0.10 -0.45 -0.32 0.14